4 unconnected molecules or ions with the total composition C15H33N5O4 at a distorted geometry, computed with ωB97M-V/def2-TZVPD.

XYZ file:
```
57
Properties=species:S:1:pos:R:3:forces:R:3
C 3.7777 -5.0576 -2.9856 0.524 -0.294 -0.043
N 2.8511 -3.9142 -3.2221 -0.099 -1.086 1.041
C 1.7560 -3.8496 -2.1911 -0.733 1.633 -0.840
C 0.3666 -4.2077 -2.8898 -1.096 -0.959 1.049
C -0.7399 -5.0729 -2.1088 -1.675 0.233 -0.319
C -1.9668 -4.8621 -3.1658 1.024 -1.043 -1.518
C -1.5120 -3.6604 -4.1609 -0.225 -0.352 0.133
O -1.9047 -3.3800 -5.2977 1.266 -0.721 3.648
N -0.4360 -3.0133 -3.3393 -0.620 -0.035 -1.143
H 4.7830 -4.6591 -2.6035 -1.320 -0.715 -0.507
H 3.3698 -5.7969 -2.2115 0.519 0.981 -1.013
H 3.9607 -5.6522 -3.9363 -0.111 0.780 1.090
H 2.4579 -3.9306 -4.1698 0.180 -0.101 0.775
H 1.6932 -2.7487 -1.8594 -0.157 -1.645 -0.310
H 1.9860 -4.4450 -1.2538 -0.297 0.396 -1.385
H 0.5313 -4.8228 -3.8336 0.333 0.727 1.073
H -1.1433 -4.6917 -1.1116 1.300 -0.119 -1.258
H -0.5326 -6.1906 -1.9777 -0.039 1.572 -0.382
H -1.8832 -5.8035 -3.8122 -1.039 1.187 0.743
H -3.0010 -4.6379 -2.7610 1.293 -0.572 -0.458
H -1.0078 -2.7300 -2.5052 1.015 -0.031 -0.371
C -0.9173 0.4839 1.6999 0.276 -0.386 0.501
N -0.9874 -0.8627 1.1690 0.012 -0.198 -0.816
C -0.9104 -1.2540 -0.1278 -0.087 -0.028 0.446
C -0.7297 -0.1831 -1.1713 -0.095 -0.102 -0.225
O -0.9881 -2.4480 -0.4165 -0.065 0.104 -0.113
H -0.0774 0.5358 2.3925 -0.140 0.222 -0.001
H -1.8431 0.6860 2.2416 0.078 0.257 -0.047
H -0.7877 1.2289 0.9195 -0.117 -0.221 0.017
H -1.1081 -1.6294 1.8146 0.025 0.093 -0.025
H -0.6841 -0.6414 -2.1598 0.078 -0.015 0.168
H -1.5748 0.5076 -1.1484 0.154 0.130 0.104
H 0.2041 0.3549 -0.9973 -0.104 0.117 -0.004
C 2.8398 4.7884 2.9852 -0.300 -0.033 -0.409
N 1.8843 3.7015 3.0383 0.017 -0.245 0.428
C 1.7327 2.7644 4.0146 -0.345 -0.218 -0.233
C 2.6555 2.8346 5.2029 0.007 -0.106 0.126
O 0.8694 1.9034 3.9093 0.179 0.211 0.169
H 2.2890 5.7293 2.9231 0.250 0.127 0.041
H 3.4478 4.6694 2.0861 0.155 0.206 0.109
H 3.4891 4.8091 3.8577 -0.127 -0.083 -0.070
H 1.2339 3.5944 2.2734 0.082 0.012 0.045
H 2.4172 2.0269 5.8950 -0.071 0.074 -0.194
H 3.6918 2.7186 4.8800 0.010 0.153 0.100
H 2.5251 3.7854 5.7230 0.182 -0.001 -0.024
C -2.7231 5.1737 2.2164 -0.060 -0.358 0.338
N -2.7935 3.8277 1.6879 0.081 -0.036 -0.508
C -2.7171 3.4316 0.3875 -0.115 -0.433 0.129
C -2.5367 4.4982 -0.6611 0.028 -0.032 -0.165
O -2.7945 2.2440 0.1032 -0.078 0.293 -0.123
H -1.8809 5.2284 2.9095 -0.049 0.263 0.018
H -3.6477 5.3798 2.7595 0.099 0.263 0.015
H -2.5932 5.9176 1.4332 -0.024 -0.161 0.021
H -2.9139 3.0620 2.3354 0.017 0.091 -0.020
H -2.4928 4.0339 -1.6464 -0.025 -0.061 0.204
H -3.3815 5.1891 -0.6419 0.143 0.115 0.010
H -1.6027 5.0372 -0.4910 -0.118 0.152 -0.017
```
Positions in Å, forces in eV/Å.

Summary:
Maximum force ... 0.0764 Eh/bohr
HOMO ... -8.19 eV

Atom charges from the Löwdin analysis, given in e for atoms 1 to 2: C -0.161; N -0.146